2 unconnected molecules or ions with the total composition FHNOS at a distorted geometry, computed with ωB97M-V/def2-TZVPD.

ΔE to the lowest compared entry with this formula, charge and spin: 41.95 kcal/mol
E: -628.57712 Eh
HOMO level (alpha / beta): -3.5 / -3.5 eV
Net charge: -1

Last column: natural (NBO) charge in e.
Geometry (Å):
1 N 0.68133 0.35803 0.10662  0.2235
2 O 0.76168 1.49352 -0.29281  -0.4040
3 F 0.46659 -0.73650 -1.34568  -0.6722
4 S -1.01530 -0.01680 1.04295  -0.2611
5 H -0.89430 -1.09825 0.48892  0.1138